1.
18
Properties=species:S:1:pos:R:3:mulliken_charge:R:1 method="wB97M-V/def2-TZVPD" charge=0 gap_ev=10.09 e_tot_ha=-310.65590
C 1.093 -0.475 -1.283 0.06
C 0.754 0.966 -0.941 -0.43
C 0.931 1.454 0.325 -0.28
C 1.091 0.481 1.395 -0.51
C 1.181 -0.875 0.959 -0.14
C 1.340 -1.373 -0.320 -0.62
C -2.700 0.498 -0.404 -0.35
C -3.024 -0.629 0.403 -0.50
H 1.139 -0.672 -2.434 0.25
H 0.978 1.444 -1.961 0.22
H 0.824 2.528 0.334 0.40
H 0.924 0.845 2.421 0.34
H 1.065 -1.541 1.723 0.45
H 1.872 -2.324 -0.738 0.25
H -1.830 1.472 -0.092 0.19
H -2.731 0.009 -1.435 0.18
H -2.984 -0.471 1.482 0.26
H -3.256 -1.585 -0.100 0.22

=====

2.
98
Properties=species:S:1:pos:R:3:mulliken_charge:R:1 method="wB97M-V/def2-TZVPD" s2=2.010 charge=+2 spin_multiplicity=3 gap_ev="8.36 / 5.35" e_tot_ha=-3319.62140
Pd 0.409 -0.610 0.327 0.99
C -0.946 -0.958 5.610 -1.34
N -0.179 -1.294 4.391 0.93
C 0.169 -0.510 3.379 -0.03
N 0.739 -1.242 2.419 -0.22
C 0.699 -2.508 2.938 -0.47
N 0.151 -2.573 4.120 -0.92
C -2.350 -0.554 5.241 0.54
C -3.428 -1.423 5.365 -0.71
C -4.684 -1.042 4.907 -0.84
C -4.866 0.180 4.276 -0.58
C -3.788 1.050 4.153 0.68
C -2.551 0.694 4.674 -0.33
C -3.816 2.292 3.379 0.03
N -3.032 3.299 3.522 -0.49
N -3.181 4.076 2.382 -0.51
C -4.039 3.475 1.642 0.14
O -4.523 2.340 2.220 -0.13
C -4.250 3.674 0.204 0.56
C -5.453 3.483 -0.468 -0.41
C -5.462 3.501 -1.855 -0.97
C -4.275 3.641 -2.571 -0.74
C -3.079 3.847 -1.897 0.49
C -1.742 3.892 -2.603 -1.13
N -0.812 2.967 -1.919 0.79
C -0.899 1.647 -1.808 -0.70
N -0.109 1.224 -0.828 0.65
C 0.458 2.384 -0.368 -0.80
N 0.050 3.452 -0.998 -0.88
C -3.085 3.906 -0.512 -0.43
H -0.418 -0.159 6.128 0.37
H -0.911 -1.853 6.224 0.41
H 0.023 0.558 3.364 0.43
H 1.095 -3.381 2.447 0.50
H -3.293 -2.397 5.822 0.45
H -5.526 -1.711 5.033 0.45
H -5.838 0.461 3.891 0.62
H -1.741 1.411 4.600 0.84
H -6.372 3.325 0.083 0.62
H -6.396 3.377 -2.388 0.42
H -4.293 3.598 -3.655 0.45
H -1.262 4.865 -2.529 0.31
H -1.818 3.617 -3.653 0.43
H -1.546 1.048 -2.427 0.63
H 1.173 2.432 0.438 0.56
H -2.168 4.069 0.039 0.89
C 9.407 2.455 -1.723 -1.30
C 8.080 1.865 -1.260 -0.37
S 8.066 0.116 -1.577 1.24
O 7.828 -0.092 -2.983 -0.66
O 9.196 -0.474 -0.924 -0.66
C 6.582 -0.495 -0.732 -0.75
C 5.613 -1.063 -1.758 -1.27
N 4.325 -1.452 -1.144 0.36
C 3.191 -0.731 -1.217 0.81
N 2.197 -1.358 -0.574 0.02
C 2.723 -2.517 -0.069 -1.10
C 4.025 -2.579 -0.414 0.03
N 4.936 -3.653 -0.100 1.07
O 4.458 -4.573 0.526 -0.61
O 6.085 -3.544 -0.467 -0.59
C 3.064 0.524 -2.003 -1.29
H 9.407 3.526 -1.530 0.38
H 9.552 2.298 -2.791 0.36
H 10.237 2.002 -1.185 0.37
H 7.235 2.290 -1.805 0.31
H 7.928 1.999 -0.187 0.41
H 6.138 0.317 -0.151 0.53
H 6.934 -1.266 -0.050 0.40
H 6.032 -1.938 -2.242 0.32
H 5.391 -0.337 -2.531 0.54
H 2.152 -3.254 0.464 0.66
H 3.640 1.341 -1.566 0.32
H 2.021 0.814 -2.049 -0.07
H 3.419 0.372 -3.023 0.48
Te -1.413 -2.575 0.091 0.83
C -1.172 -3.247 -1.869 0.61
C -1.357 -4.608 -2.086 -0.79
C -1.223 -5.111 -3.373 -0.66
C -0.902 -4.261 -4.421 -0.50
C -0.703 -2.905 -4.193 -0.83
C -0.833 -2.391 -2.913 0.05
C -3.169 -1.453 -0.023 0.52
C -3.432 -0.602 -1.090 -0.37
C -4.633 0.082 -1.137 -0.78
C -5.568 -0.094 -0.122 -0.63
C -5.304 -0.948 0.937 -0.52
C -4.098 -1.633 0.997 -0.66
H -1.610 -5.277 -1.272 0.43
H -1.372 -6.167 -3.553 0.41
H -0.800 -4.658 -5.423 0.43
H -0.438 -2.250 -5.013 0.44
H -0.649 -1.338 -2.732 0.19
H -2.721 -0.510 -1.897 0.49
H -4.847 0.743 -1.965 0.57
H -6.513 0.432 -0.167 0.42
H -6.041 -1.094 1.716 0.49
H -3.898 -2.297 1.831 0.41

=====

3.
44
Properties=species:S:1:pos:R:3:mulliken_charge:R:1 method="wB97M-V/def2-TZVPD" charge=-1 gap_ev=4.60 e_tot_ha=-4080.21212
O 1.928 -2.188 3.614 -0.48
C 1.051 -1.693 3.041 -0.10
Co -0.318 -0.786 2.465 0.32
C -1.830 -2.510 1.255 0.20
O -1.875 -3.622 1.654 -0.56
C -0.688 0.409 3.629 0.04
O -0.930 1.138 4.496 -0.47
C 0.282 0.336 0.872 -0.28
C 1.575 0.972 1.154 -0.16
C 1.681 2.151 1.938 -0.08
C 2.929 2.560 2.406 -0.77
C 4.076 1.833 2.064 -0.37
C 4.006 0.715 1.215 -0.56
C 2.756 0.294 0.741 -0.31
C -0.620 -0.569 0.406 1.34
C -1.039 -1.917 0.109 -0.51
Co -1.296 1.101 0.185 0.02
C -2.276 1.726 1.546 0.00
O -3.000 2.109 2.364 -0.40
C -2.461 0.741 -1.091 -0.12
O -3.178 0.480 -1.959 -0.47
C -0.996 2.592 -0.709 0.41
O -0.912 3.550 -1.352 -0.47
H 0.765 2.695 2.167 0.40
H 2.966 3.444 3.034 0.36
H 5.038 2.135 2.485 0.33
H 4.921 0.177 0.924 0.34
H 2.683 -0.577 0.068 0.33
H -1.709 -2.055 -0.754 0.32
H -0.098 -2.463 -0.100 0.14
C -4.357 -1.183 5.100 -1.45
C -4.343 -1.137 3.594 0.49
C -5.472 -0.854 2.825 -0.41
C -5.324 -0.847 1.440 -0.84
C -4.132 -1.251 0.832 -0.02
N -3.050 -1.610 1.589 0.43
C -3.153 -1.472 2.957 -0.55
H -3.387 -0.789 5.473 0.33
H -5.196 -0.584 5.487 0.39
H -4.504 -2.214 5.485 0.30
H -6.395 -0.578 3.337 0.39
H -6.174 -0.579 0.810 0.42
H -4.078 -1.384 -0.250 0.48
H -2.290 -1.857 3.512 0.61